1.
DFT (ωB97M-V/def2-TZVPD) results for a 4-piece molecular cluster, C34H68BF4N6O4 overall in a non-equilibrium geometry.

Each line ends with the Löwdin charge.
Cartesian coordinates (Å):
C1 -2.9774 -0.9221 -3.9079  -0.10
C2 -3.1526 -2.4410 -3.9081  -0.26
C3 -1.8737 -3.0885 -4.4211  -0.22
C4 -1.8123 -4.6203 -4.2129  -0.19
C5 -0.4458 -5.0702 -3.6902  -0.21
C6 0.7230 -4.6398 -4.5896  -0.20
C7 1.9579 -4.1734 -3.8035  -0.20
C8 1.7767 -2.8204 -3.1155  -0.22
C9 2.2107 -1.6361 -3.9831  -0.20
C10 2.7037 -0.4680 -3.1368  -0.22
C11 3.0905 0.7572 -3.9612  -0.20
C12 1.9819 1.8004 -3.9907  -0.19
C13 1.4928 2.1597 -2.5647  -0.21
C14 1.4465 3.6594 -2.2749  -0.18
C15 1.4634 3.9959 -0.7694  -0.19
C16 0.0349 3.9769 -0.1618  -0.18
C17 -0.1195 2.9231 0.9486  -0.16
C18 0.1876 1.5166 0.4070  -0.10
C19 -0.1797 0.4309 1.3461  -0.07
C20 0.2903 0.2502 2.5751  -0.03
B1 1.3681 0.9791 3.4979  -0.58
O1 1.3797 2.3085 3.7347  0.15
N1 2.3214 0.0915 4.1225  -0.07
C21 3.4299 0.8331 4.7592  -0.07
C22 2.9250 -0.7395 3.0218  -0.05
N2 -0.3311 -0.8597 3.1217  0.19
C23 -1.1521 -1.3611 2.2408  -0.04
N3 -1.0823 -0.6412 1.1601  0.14
C24 -1.8576 -0.9781 -0.0169  -0.45
F1 -1.5059 -0.2665 -1.0672  0.18
F2 -3.1498 -0.8214 0.2731  0.18
C25 -1.6504 -2.4837 -0.3838  -0.29
F3 -2.4743 -3.2841 0.3133  0.09
F4 -0.3690 -2.8262 -0.2118  0.12
H1 -2.0033 -0.6614 -3.4991  0.05
H2 -2.9527 -0.5974 -4.9430  0.08
H3 -3.7583 -0.4072 -3.3599  0.07
H4 -4.0036 -2.7161 -4.5215  0.11
H5 -3.3472 -2.8181 -2.9071  0.08
H6 -1.7497 -2.8886 -5.4827  0.12
H7 -1.0246 -2.6553 -3.8967  0.08
H8 -2.0529 -5.1397 -5.1359  0.11
H9 -2.5611 -4.9135 -3.4757  0.10
H10 -0.2552 -4.6747 -2.6927  0.09
H11 -0.4393 -6.1527 -3.6044  0.11
H12 1.0468 -5.5290 -5.1268  0.11
H13 0.4322 -3.9157 -5.3470  0.11
H14 2.7970 -4.1568 -4.4924  0.11
H15 2.1567 -4.9363 -3.0510  0.11
H16 2.4131 -2.8229 -2.2294  0.11
H17 0.7494 -2.7037 -2.7731  0.07
H18 1.3431 -1.3550 -4.5812  0.12
H19 3.0208 -1.9930 -4.6130  0.11
H20 1.9599 -0.2624 -2.3662  0.09
H21 3.5902 -0.8095 -2.6047  0.11
H22 3.2800 0.4276 -4.9803  0.11
H23 3.9988 1.2105 -3.5762  0.11
H24 2.2527 2.7067 -4.5220  0.11
H25 1.1514 1.3558 -4.5385  0.10
H26 2.1473 1.6882 -1.8367  0.09
H27 0.4840 1.7673 -2.4541  0.09
H28 2.2638 4.2057 -2.7372  0.11
H29 0.5048 4.0255 -2.6753  0.11
H30 2.1141 3.3211 -0.2133  0.10
H31 1.8564 4.9987 -0.6351  0.07
H32 -0.1380 4.9344 0.3217  0.11
H33 -0.7238 3.8798 -0.9353  0.11
H34 0.5545 3.2046 1.7437  0.10
H35 -1.1626 2.9189 1.2609  0.12
H36 -0.2717 1.4532 -0.5663  0.10
H37 1.2608 1.4561 0.2530  0.12
H38 0.6209 2.6094 4.2759  0.08
H39 3.9973 0.1227 5.3576  0.09
H40 4.1217 1.2156 4.0123  0.10
H41 3.0882 1.6028 5.4339  0.09
H42 3.0891 -0.1351 2.1294  0.09
H43 2.2912 -1.5811 2.7652  0.08
H44 3.8883 -1.1242 3.3322  0.09
H45 -0.1460 -1.1796 4.0599  0.19
H46 -1.7431 -2.2372 2.4262  0.17
H47 -1.8694 -2.5823 -1.4489  0.15
C26 -3.4303 -6.4498 2.8570  -0.37
O2 -3.1486 -7.3988 3.5568  0.03
N4 -4.5460 -6.3376 2.1112  -0.20
C27 -4.8083 -5.1659 1.3020  -0.06
C28 -5.5096 -7.4282 2.1245  -0.03
H48 -2.7675 -5.5663 2.7727  0.12
H49 -5.7394 -4.6941 1.6246  0.09
H50 -4.8994 -5.4519 0.2517  0.09
H51 -3.9979 -4.4552 1.4057  0.05
H52 -5.8684 -7.5922 3.1405  0.10
H53 -5.0340 -8.3458 1.7788  0.10
H54 -6.3480 -7.1862 1.4768  0.09
C29 4.3627 7.1581 -0.6436  -0.34
O3 3.5356 6.4425 -1.1803  0.00
N5 4.6538 7.1380 0.6680  -0.20
C30 5.6507 8.0150 1.2538  -0.05
C31 3.9423 6.2036 1.5233  -0.04
H55 4.9524 7.8983 -1.2089  0.14
H56 6.4410 7.4218 1.7173  0.09
H57 5.1884 8.6471 2.0141  0.09
H58 6.0899 8.6496 0.4877  0.08
H59 4.1160 5.1822 1.1808  0.09
H60 2.8702 6.4012 1.4770  0.09
H61 4.2866 6.3071 2.5488  0.09
C32 -1.9893 3.3809 5.2719  -0.30
O4 -1.0722 3.2542 4.4666  0.00
N6 -3.1161 2.6671 5.2553  -0.18
C33 -4.1740 2.8656 6.2345  -0.04
C34 -3.2912 1.6606 4.2225  -0.03
H62 -1.9509 4.1199 6.0852  0.15
H63 -4.3442 1.9402 6.7859  0.09
H64 -5.0956 3.1541 5.7282  0.10
H65 -3.8960 3.6485 6.9353  0.09
H66 -2.4919 0.9197 4.2918  0.08
H67 -3.2410 2.1280 3.2381  0.09
H68 -4.2531 1.1709 4.3445  0.09

Values from the calculation:
- Charge: +1
- Lowest unoccupied orbital energy: -0.0910 hartree
- F_max: 0.0511 Eh/bohr

=====

2.
DFT (ωB97M-V/def2-TZVPD) results for C11H11ClF16NO8S3 as an isolated structure.

Each line ends with the Löwdin charge.
Cartesian coordinates (Å):
O1 -3.6276 -1.7200 3.5003  -0.36
S1 -3.7947 -0.4771 2.7938  0.64
O2 -4.7366 0.5005 3.2333  -0.33
C1 -2.1659 0.1698 2.4507  -0.30
S2 -1.4007 1.4019 3.5647  0.48
O3 -2.3230 1.6791 4.6239  -0.31
O4 -0.1290 0.8191 3.8833  -0.32
N1 -1.0987 2.6275 2.5876  -0.38
S3 -2.1877 3.6176 2.0787  0.18
O5 -1.7143 4.2373 0.8717  -0.39
O6 -3.5407 3.1530 2.1002  -0.35
Cl1 -2.1390 5.1540 3.4742  0.30
H1 -4.1307 -0.8016 1.5159  0.07
H2 -2.1570 0.5845 1.4454  0.08
H3 -1.5240 -0.7047 2.4867  0.05
C2 0.5585 -5.6773 -0.8430  -0.05
C3 -0.6396 -5.5003 -1.7844  -0.44
C4 -0.8184 -4.1348 -2.4616  -0.31
F1 -1.0542 -3.1748 -1.5502  0.10
F2 -1.8838 -4.2030 -3.2936  0.09
F3 -1.7825 -5.8683 -1.1789  0.14
F4 -0.4120 -6.3693 -2.8232  0.09
O7 0.2947 -5.5437 0.5377  0.05
C5 0.4438 -4.3457 1.1865  -0.54
C6 -0.8342 -3.9480 1.9428  -0.28
F5 -1.8647 -3.8602 1.0779  0.10
F6 -0.6322 -2.7412 2.5021  0.11
F7 0.8412 -3.3649 0.3567  0.15
F8 1.4132 -4.5015 2.1210  0.14
H4 0.8545 -6.7173 -0.9709  0.15
H5 1.3878 -5.0477 -1.1645  0.15
H6 0.0689 -3.8754 -3.0450  0.17
H7 -1.0660 -4.6831 2.7151  0.18
C7 1.4402 3.8244 -2.9558  -0.04
C8 0.9473 2.5849 -2.1991  -0.43
C9 0.5898 2.7744 -0.7227  -0.31
F9 1.6910 3.1392 -0.0317  0.10
F10 0.1576 1.5838 -0.2463  0.09
F11 1.8209 1.5659 -2.3537  0.13
F12 -0.2224 2.2263 -2.8155  0.09
O8 2.8454 3.9328 -3.1101  0.05
C10 3.6240 4.6234 -2.2343  -0.55
C11 4.7486 3.7381 -1.6738  -0.29
F13 4.2375 2.6876 -1.0105  0.11
F14 5.4949 4.4712 -0.8148  0.09
F15 2.9220 5.2080 -1.2537  0.16
F16 4.2490 5.6183 -2.9297  0.12
H8 1.0634 3.7043 -3.9698  0.15
H9 1.0035 4.7284 -2.5326  0.15
H10 -0.1983 3.5192 -0.5891  0.14
H11 5.3800 3.3853 -2.4918  0.17

Values from the calculation:
- Charge: -1
- Lowest unoccupied orbital energy: 0.0758 hartree
- F_max: 0.0100 Eh/bohr

=====

3.
DFT (ωB97M-V/def2-TZVPD) results for the molecule C7H7NO2 in a non-equilibrium geometry.

Each line ends with the Löwdin charge.
Cartesian coordinates (Å):
O1 -3.5648 -0.1278 -0.0108  0.07
C1 -2.3364 -0.1353 -0.0021  -0.53
O2 -1.5893 -1.2583 -0.0163  0.07
C2 -1.5774 1.1336 -0.0195  -0.01
C3 -0.2244 1.3794 0.0586  0.00
C4 0.9550 0.5184 -0.0135  -0.26
C5 2.2639 1.0368 -0.0021  -0.03
C6 3.1986 -0.0593 -0.0227  -0.08
C7 2.4145 -1.1724 0.0127  -0.13
N1 1.0993 -0.8359 0.0123  0.06
H1 -2.3301 -1.9371 0.0698  0.16
H2 -2.1870 2.0189 -0.1315  0.10
H3 0.0562 2.4430 0.1183  0.12
H4 2.4633 2.1178 0.0024  0.11
H5 4.2690 -0.0665 -0.1360  0.09
H6 2.6349 -2.2248 -0.0037  0.11
H7 0.4699 -1.6186 0.1429  0.14

Values from the calculation:
- SMILES: O=C(O)/C=C\c1ccc[nH]1
- Lowest unoccupied orbital energy: 0.0037 hartree
- F_max: 0.0508 Eh/bohr
- ΔE to the lowest compared entry with this formula, charge and spin: 11.0 kcal per mole

=====

- Which formula does entry 3 have?
  C7H7NO2

=====

- What is the formula in the first record?
  C34H68BF4N6O4

=====

- What is the lowest unoccupied orbital energy in the third record?
  0.0037 hartree

=====

- Which of these has the highest F_max?
  C34H68BF4N6O4